C30H81N3O12 | the ωB97M-V functional and the def2-TZVPD basis

As for the SMILES: COCCNCCOC.COCCNCCOC.COCCNCCOC.CCO.CCO.CCO.CCO.CCO.CCO. Its molecular weight is 676.0 g/mol. The calculation puts the calculated total energy at -61457.4975 eV. Its spin multiplicity is 1. Its HOMO energy is -8.34 eV. Its HOMO-LUMO gap is 8.91 eV. The value obtained for the relative energy (zero: lowest compared OMol25 entry of this formula, charge and spin) is 186.6 kJ/mol.

Cartesian coordinates (Å):
C (15.07632, -20.55332, 10.23746)
O (14.80141, -21.92899, 10.15008)
C (14.18709, -22.41737, 11.33595)
C (13.60341, -23.78011, 11.03132)
N (14.68758, -24.76388, 10.90495)
C (14.18877, -26.10336, 10.65931)
C (15.31086, -27.09392, 10.55159)
O (16.03558, -26.87256, 9.34181)
C (17.38405, -27.28477, 9.43534)
H (15.72919, -20.26523, 11.06727)
H (14.12983, -20.01226, 10.35773)
H (15.53146, -20.26839, 9.29315)
H (13.34026, -21.76361, 11.58972)
H (14.96377, -22.45815, 12.10329)
H (12.97216, -23.73660, 10.13238)
H (12.95045, -24.11886, 11.84127)
H (15.27754, -24.42805, 10.14891)
H (13.51227, -26.15839, 9.79205)
H (13.58870, -26.40594, 11.52723)
H (14.91127, -28.11808, 10.47783)
H (15.92813, -27.06543, 11.45491)
H (17.87765, -26.89529, 8.54538)
H (17.48145, -28.37056, 9.50418)
H (17.88175, -26.80989, 10.28758)
C (11.88683, -17.69029, 11.29460)
O (12.90170, -18.48427, 11.83270)
C (12.94009, -18.51780, 13.23975)
C (14.23545, -19.19322, 13.62902)
N (15.38913, -18.43398, 13.12672)
C (16.64701, -19.10361, 13.44320)
C (17.83395, -18.31121, 12.96354)
O (17.86803, -18.34488, 11.54243)
C (19.08740, -17.93099, 10.96800)
H (10.90984, -18.17899, 11.38558)
H (12.10141, -17.49946, 10.24457)
H (11.79621, -16.70696, 11.77337)
H (12.08992, -19.04872, 13.68808)
H (12.92950, -17.48898, 13.62358)
H (14.21878, -20.18458, 13.14301)
H (14.28367, -19.41347, 14.69587)
H (15.28831, -18.48932, 12.11175)
H (16.67198, -20.15238, 13.12003)
H (16.76514, -19.13610, 14.53384)
H (18.72968, -18.77638, 13.38942)
H (17.77728, -17.27119, 13.30005)
H (19.85249, -18.71388, 10.98050)
H (19.50531, -17.05877, 11.46804)
H (18.85174, -17.72072, 9.92613)
C (17.42274, -11.01165, 10.76924)
O (16.66354, -11.07292, 9.59075)
C (16.64763, -12.30750, 8.90301)
C (16.24651, -12.04725, 7.46182)
N (17.32039, -11.58182, 6.57870)
C (18.16114, -12.68130, 6.10588)
C (19.45955, -12.10152, 5.55182)
O (20.05246, -11.31271, 6.55408)
C (21.21028, -10.66002, 6.09323)
H (17.30774, -10.00685, 11.16633)
H (18.48474, -11.21355, 10.58170)
H (17.10772, -11.70555, 11.55872)
H (15.86705, -12.92777, 9.36116)
H (17.59854, -12.85410, 8.92453)
H (15.45870, -11.29166, 7.42384)
H (15.79237, -12.96601, 7.08330)
H (17.93764, -10.97025, 7.10720)
H (17.68059, -13.21040, 5.28119)
H (18.42105, -13.38401, 6.90835)
H (19.27139, -11.53241, 4.63347)
H (20.12427, -12.92465, 5.25444)
H (21.72600, -10.25703, 6.96429)
H (20.96750, -9.86893, 5.37858)
H (21.91887, -11.35755, 5.62762)
C (13.23925, -13.69884, 10.12712)
C (12.36671, -13.73364, 8.90409)
O (13.09065, -13.14593, 7.81301)
H (12.68958, -13.99798, 11.01863)
H (13.60591, -12.69480, 10.36215)
H (14.13253, -14.29427, 9.93386)
H (11.39779, -13.24356, 9.04603)
H (12.15540, -14.77499, 8.62357)
H (12.47729, -13.08118, 7.07452)
C (17.06615, -14.96492, 10.69543)
C (15.74390, -15.70122, 10.56380)
O (15.83783, -17.05993, 10.13869)
H (17.58343, -15.24856, 11.61362)
H (16.82033, -13.90446, 10.81004)
H (17.69781, -15.09071, 9.81822)
H (15.03149, -15.18720, 9.91628)
H (15.25140, -15.72388, 11.54920)
H (16.49502, -17.52369, 10.71276)
C (18.89408, -12.90581, 14.21930)
C (19.07928, -11.45327, 14.59503)
O (18.20325, -10.62979, 13.83826)
H (17.93395, -13.33201, 14.53873)
H (19.56777, -13.55899, 14.78056)
H (18.96062, -13.06446, 13.14304)
H (20.14692, -11.24034, 14.45595)
H (18.89393, -11.36981, 15.67216)
H (18.25286, -9.78880, 14.31126)
C (14.38239, -14.79630, 13.35398)
C (15.51323, -15.07545, 14.32715)
O (15.24805, -16.27901, 15.05674)
H (13.50024, -14.60530, 13.96533)
H (14.24697, -15.58887, 12.62132)
H (14.57973, -13.88927, 12.77085)
H (15.61440, -14.28811, 15.07445)
H (16.48722, -15.18051, 13.83087)
H (15.25106, -17.00826, 14.39160)
C (21.60477, -14.70542, 12.29519)
C (22.11323, -14.04732, 13.56055)
O (22.05733, -14.98983, 14.64371)
H (21.62685, -13.94706, 11.50406)
H (20.61798, -15.13483, 12.42471)
H (22.28967, -15.50379, 12.00361)
H (21.56254, -13.14610, 13.82585)
H (23.14285, -13.69601, 13.42174)
H (22.91604, -15.40429, 14.74602)
C (11.95932, -17.86117, 8.03523)
C (12.95259, -16.75419, 7.64138)
O (14.28981, -17.15503, 7.48988)
H (11.67580, -18.41683, 7.13918)
H (11.03225, -17.38782, 8.36699)
H (12.37081, -18.52972, 8.79033)
H (12.88985, -15.93697, 8.37445)
H (12.55396, -16.33675, 6.71393)
H (14.61340, -17.35433, 8.37805)

=====

C30H83N3O13 | the ωB97M-V functional and the def2-TZVPD basis

As for the SMILES: COCCNCCOC.COCCNCCOC.COCCNCCOC.CC(C)O.CC(C)O.CC(C)O.CC(C)O.O.O.O. Its molecular weight is 694.0 g/mol. The calculation puts the calculated total energy at -63538.3797 eV. Its spin multiplicity is 1. Its HOMO energy is -8.24 eV. Its HOMO-LUMO gap is 8.79 eV. The value obtained for the relative energy (zero: lowest compared OMol25 entry of this formula, charge and spin) is 0.0 kJ/mol.

Cartesian coordinates (Å):
C (4.06336, -0.32829, -0.32116)
O (3.60300, -1.58298, -0.79219)
C (3.47184, -2.56563, 0.29643)
C (2.95080, -3.87542, -0.18510)
N (1.55859, -3.72791, -0.60517)
C (1.04725, -4.97934, -1.18650)
C (-0.21297, -4.80753, -1.89422)
O (0.14661, -4.31217, -3.20508)
C (-1.10397, -3.94421, -3.87887)
H (3.83617, 0.48323, -1.01368)
H (5.14992, -0.42815, -0.22034)
H (3.60738, -0.09425, 0.60865)
H (2.82650, -2.14244, 0.99910)
H (4.46713, -2.66938, 0.73595)
H (2.97331, -4.65982, 0.56009)
H (3.53931, -4.28429, -1.01488)
H (1.58041, -2.94342, -1.29594)
H (0.91493, -5.62075, -0.23911)
H (1.83582, -5.44089, -1.88929)
H (-0.81058, -4.03230, -1.30103)
H (-0.76193, -5.68566, -2.10310)
H (-0.81605, -3.57138, -4.89810)
H (-1.65142, -3.19358, -3.24821)
H (-1.70056, -4.84838, -4.11520)
C (3.46408, 3.88091, -9.58349)
O (3.39433, 3.46309, -8.22979)
C (2.14234, 3.60987, -7.57507)
C (1.21441, 2.39071, -7.85215)
N (1.56993, 1.12434, -7.15228)
C (1.65486, 1.21924, -5.73303)
C (1.62100, -0.11388, -5.15641)
O (2.89502, -0.71259, -5.28234)
C (3.12916, -1.78710, -4.43653)
H (4.38794, 3.43794, -9.98656)
H (3.51443, 4.94492, -9.69894)
H (2.56849, 3.56626, -10.07327)
H (1.68924, 4.56446, -7.92262)
H (2.27215, 3.64035, -6.47439)
H (0.97916, 2.18565, -8.86867)
H (0.25528, 2.62321, -7.38758)
H (2.34715, 0.64499, -7.61926)
H (0.73175, 1.78324, -5.49607)
H (2.48963, 1.74472, -5.32349)
H (0.83209, -0.67401, -5.55886)
H (1.40734, 0.09715, -4.07729)
H (2.46476, -2.68185, -4.49906)
H (3.21508, -1.51002, -3.37536)
H (4.13378, -2.19081, -4.71538)
C (-3.01900, 0.75658, -2.16850)
O (-2.99841, 0.97509, -0.78447)
C (-4.06499, 1.79954, -0.30382)
C (-3.94543, 1.75578, 1.21524)
N (-4.08639, 0.40451, 1.67171)
C (-4.29614, 0.32966, 3.11312)
C (-4.65110, -1.13596, 3.53186)
O (-3.60408, -1.96478, 3.08792)
C (-4.07955, -3.26522, 2.79927)
H (-3.90164, 0.23747, -2.52204)
H (-2.21651, 0.01843, -2.34620)
H (-2.81201, 1.67711, -2.79986)
H (-4.98649, 1.32591, -0.60189)
H (-4.13838, 2.83844, -0.67735)
H (-4.77639, 2.42175, 1.58479)
H (-2.93626, 2.13383, 1.45841)
H (-3.21131, -0.06297, 1.43149)
H (-5.22560, 0.86179, 3.39608)
H (-3.51462, 0.66614, 3.78144)
H (-5.56466, -1.45730, 3.05700)
H (-4.84217, -1.26517, 4.63521)
H (-4.89878, -3.30951, 2.11001)
H (-4.41720, -3.77234, 3.75265)
H (-3.25754, -3.82305, 2.41722)
C (-0.30135, -1.65179, 7.13621)
C (-1.61940, -1.26998, 6.43875)
C (-1.62830, 0.18337, 6.13142)
O (-1.80388, -2.05210, 5.30373)
H (0.66349, -1.06971, 6.78730)
H (-0.10450, -2.68860, 6.82368)
H (-0.39157, -1.73981, 8.22320)
H (-2.39142, -1.51162, 7.21951)
H (-0.83488, 0.43400, 5.45124)
H (-1.48267, 0.65589, 7.11469)
H (-2.60379, 0.50772, 5.80575)
H (-1.85094, -1.49057, 4.53107)
C (2.80150, 3.93959, 6.66639)
C (1.57665, 3.13626, 6.25510)
C (1.94654, 1.70804, 6.04563)
O (0.55840, 3.21145, 7.21503)
H (3.51538, 4.12937, 5.89518)
H (3.21092, 3.41802, 7.55403)
H (2.53613, 4.97430, 6.92396)
H (1.21595, 3.58242, 5.31995)
H (2.37529, 1.32287, 6.95833)
H (2.74584, 1.57991, 5.32803)
H (1.07922, 1.08663, 5.82509)
H (0.83516, 2.70124, 7.96378)
C (0.96265, 4.40988, -3.49497)
C (-0.19419, 3.68695, -2.92877)
C (-0.80826, 4.35575, -1.66207)
O (-1.20073, 3.63774, -4.00445)
H (1.73896, 4.44103, -2.78966)
H (0.62226, 5.39375, -3.86201)
H (1.32733, 3.88463, -4.37236)
H (0.03656, 2.66482, -2.68981)
H (-0.02327, 4.40321, -0.88903)
H (-1.57530, 3.77370, -1.20379)
H (-1.11480, 5.37613, -1.80766)
H (-2.05578, 3.86270, -3.61741)
C (0.54603, 0.72647, 2.72861)
C (-0.50179, 0.30816, 1.71460)
C (0.09566, -0.16193, 0.42741)
O (-1.36404, -0.62682, 2.34861)
H (1.27472, 1.50567, 2.52195)
H (1.05101, -0.14265, 2.96591)
H (0.08005, 1.10503, 3.61877)
H (-1.19779, 1.15809, 1.48419)
H (0.49955, 0.69896, -0.13186)
H (-0.70056, -0.54504, -0.16676)
H (0.87999, -0.91022, 0.65579)
H (-0.86873, -1.47606, 2.39224)
O (0.41568, -4.03924, 4.61243)
H (-0.45516, -3.61444, 4.67340)
H (0.90022, -3.35729, 5.06708)
O (-2.97562, -2.78788, -0.47181)
H (-2.90574, -2.59784, 0.47411)
H (-3.90583, -2.66922, -0.72374)
O (0.51086, -2.92563, 1.96159)
H (0.58273, -3.62037, 2.62479)
H (0.83201, -3.15655, 1.07316)

=====

C30H84F3O15 | the ωB97M-V functional and the def2-TZVPD basis

Its molecular weight is 742.0 g/mol. The calculation puts the calculated total energy at -71294.0566 eV. Its spin multiplicity is 1. The charge is -1. Its HOMO energy is -3.26 eV. Its HOMO-LUMO gap is 5.16 eV. The value obtained for the relative energy (zero: lowest compared OMol25 entry of this formula, charge and spin) is 4130.4 kJ/mol.

Cartesian coordinates (Å):
C (8.27810, -29.03647, 5.42699)
O (8.64557, -30.46632, 5.33429)
O (8.53691, -28.41054, 4.18228)
C (6.90459, -28.95955, 6.09013)
F (6.23249, -27.78017, 6.00756)
F (5.99326, -29.72721, 5.49173)
F (6.92166, -29.30460, 7.40275)
C (9.90602, -30.86782, 5.78606)
C (10.07600, -32.39090, 5.55581)
H (9.50068, -32.93313, 6.30621)
H (9.70784, -32.70391, 4.57878)
H (11.12356, -32.58709, 5.78435)
H (10.12065, -30.60189, 6.82110)
H (10.66797, -30.41921, 5.14866)
H (8.99287, -28.63396, 6.14475)
C (9.84915, -32.00380, 8.23843)
C (10.58349, -32.36493, 9.48126)
O (10.40237, -33.74060, 9.84060)
H (10.03934, -32.61513, 7.35628)
H (10.03923, -30.94327, 8.07334)
H (8.81820, -32.03998, 8.59049)
H (10.12434, -31.85681, 10.32925)
H (11.65792, -32.18384, 9.45107)
H (11.03814, -34.01142, 10.50696)
C (8.13847, -34.00205, 3.69627)
C (7.87109, -35.49799, 3.35722)
O (7.51359, -35.62979, 1.99500)
H (7.11815, -33.62230, 3.74964)
H (8.71606, -33.41011, 2.98627)
H (8.59727, -33.78018, 4.65979)
H (6.96176, -35.80245, 3.87542)
H (8.66980, -36.18851, 3.62803)
H (8.33750, -35.51742, 1.51526)
C (6.16164, -31.57237, 7.44719)
C (5.05556, -32.27913, 8.23400)
O (5.71813, -33.40346, 8.87965)
H (6.68903, -32.21034, 6.73801)
H (6.96390, -31.09472, 8.00963)
H (5.66006, -30.83555, 6.81980)
H (4.23563, -32.60838, 7.59572)
H (4.61732, -31.62125, 8.98448)
H (5.83778, -33.99465, 8.13280)
C (7.23243, -31.73217, 3.47380)
C (7.21755, -30.37697, 2.98453)
O (8.55026, -30.02850, 2.68052)
H (7.66125, -31.77987, 4.47477)
H (7.84896, -32.35698, 2.82757)
H (6.21338, -32.06675, 3.66798)
H (6.87734, -29.69906, 3.76734)
H (6.60764, -30.28174, 2.08618)
H (8.79779, -29.64519, 3.52515)
C (6.97153, -25.39419, 6.73688)
C (8.36096, -26.00641, 6.34431)
O (8.13940, -26.74000, 5.18268)
H (7.21499, -24.80930, 7.62386)
H (6.24869, -26.17685, 6.96718)
H (6.50904, -24.82400, 5.93123)
H (8.65461, -26.73907, 7.09602)
H (9.05755, -25.19131, 6.14814)
H (7.30715, -27.19023, 5.34468)
C (12.49699, -27.55640, 5.76818)
C (10.97051, -27.78243, 6.08312)
O (10.17748, -26.78642, 5.33908)
H (13.05928, -28.10348, 6.52492)
H (12.74203, -26.51890, 5.99542)
H (12.84385, -27.69122, 4.74367)
H (10.80311, -27.67683, 7.15501)
H (10.66578, -28.82597, 6.00394)
H (10.17954, -25.94677, 5.80445)
C (8.63847, -34.65932, 6.74787)
C (7.37908, -34.58461, 7.62844)
O (6.24400, -34.27279, 6.80022)
H (8.45724, -35.31191, 5.89384)
H (9.48620, -34.85615, 7.40415)
H (8.79533, -33.69265, 6.26930)
H (7.34984, -33.79815, 8.38258)
H (7.29555, -35.47558, 8.25078)
H (5.93197, -35.11871, 6.47060)
C (10.81292, -30.09451, 2.83382)
C (11.50812, -28.82321, 3.18713)
O (10.86571, -27.79836, 2.48596)
H (10.83342, -30.25222, 1.75548)
H (9.81974, -30.11727, 3.28234)
H (11.34827, -30.95970, 3.22488)
H (12.57967, -28.79369, 2.98971)
H (11.43120, -28.59560, 4.25033)
H (11.27632, -27.72983, 1.62091)
C (5.71319, -26.61248, 9.26629)
C (6.40112, -27.80214, 8.52019)
O (5.39898, -28.21470, 7.56895)
H (5.51467, -25.70638, 8.69386)
H (6.53878, -26.32324, 9.91655)
H (4.85097, -26.88814, 9.87349)
H (6.56100, -28.58350, 9.26317)
H (7.36736, -27.59420, 8.06058)
H (5.81886, -28.68684, 6.84619)
C (11.34275, -32.65122, 3.64926)
C (10.90976, -33.98379, 3.02265)
O (10.92816, -33.78401, 1.61552)
H (10.62275, -31.88232, 3.36912)
H (12.35889, -32.38868, 3.35491)
H (11.26734, -32.70323, 4.73540)
H (9.88399, -34.24981, 3.27784)
H (11.45373, -34.87172, 3.34479)
H (10.41535, -32.99247, 1.43641)
C (9.21921, -28.71559, 8.38849)
C (10.53492, -29.13235, 9.17096)
O (11.53537, -28.95294, 8.32125)
H (9.01008, -29.49884, 7.65987)
H (9.37012, -27.74228, 7.92161)
H (8.34009, -28.65153, 9.02970)
H (10.62429, -30.15503, 9.53734)
H (10.60346, -28.39887, 9.97433)
H (12.37354, -28.91608, 8.78786)
C (4.28851, -27.34673, 5.10781)
C (4.76585, -25.92464, 5.13165)
O (5.90079, -25.58224, 4.38422)
H (3.78954, -27.49974, 4.15088)
H (3.60152, -27.54529, 5.93044)
H (4.98038, -28.14132, 5.38716)
H (4.98231, -25.72727, 6.18155)
H (3.90566, -25.36541, 4.76364)
H (5.91640, -24.62322, 4.34362)
C (13.78226, -30.49916, 7.53153)
C (12.47691, -31.17743, 7.00568)
O (11.77587, -30.26187, 6.20535)
H (14.10778, -30.89422, 8.49385)
H (13.69562, -29.42476, 7.69353)
H (14.61344, -30.59746, 6.83327)
H (11.77896, -31.46544, 7.79182)
H (12.74440, -32.13702, 6.56324)
H (11.44704, -29.56882, 6.78256)

=====

Question: The lowest molecular weight belongs to which entry?
Answer: C30H81N3O12